Entry 1
{
  "formula": "C9H11N2S",
  "method": "ωB97M-V with the def2-TZVPD basis set",
  "species": ["H", "H", "H", "C", "C", "C", "H", "H", "C", "C", "H", "C", "N", "C", "S", "H", "C", "H", "C", "H", "N", "H", "H"],
  "xyz": [[0.05, -0.71, -1.36], [-0.40, 1.28, 2.03], [4.56, -0.33, -1.01], [2.29, -0.50, -1.33], [-1.55, -0.53, 1.00], [-3.50, -0.92, -0.64], [-3.05, -1.27, -1.62], [-1.00, -1.36, 0.68], [-0.33, 0.83, 0.95], [2.07, 0.90, 0.98], [4.17, 1.05, 0.89], [3.43, -0.13, -0.72], [-2.31, 1.01, -0.57], [3.33, 0.56, 0.50], [-1.16, 2.00, -0.17], [2.22, -0.85, -2.34], [0.97, 0.35, 0.44], [1.89, 1.40, 1.95], [1.02, -0.27, -0.81], [-4.35, -0.31, -0.77], [-2.48, -0.10, -0.07], [-3.85, -1.69, 0.06], [-1.99, -0.42, 1.92]],
  "molar_mass_g_mol": 179.27,
  "e_lumo_ev": -4.81,
  "charge": 1,
  "multiplicity": 1
}

***

Entry 2
{
  "formula": "C9H11N2S",
  "method": "ωB97M-V with the def2-TZVPD basis set",
  "species": ["N", "C", "S", "C", "H", "H", "C", "H", "N", "C", "H", "H", "H", "C", "H", "C", "H", "C", "H", "H", "C", "C", "H"],
  "xyz": [[1.57, -1.46, 0.54], [-3.13, 0.57, -0.65], [3.16, 0.42, -0.66], [1.52, 0.95, -0.25], [3.47, -1.94, -0.36], [-0.42, -1.06, -1.57], [3.01, -1.17, 0.33], [0.89, 0.28, 1.72], [0.98, 2.05, -0.43], [-1.46, 0.68, 1.04], [3.62, -1.18, 1.27], [0.98, -1.95, -0.30], [-4.10, 0.87, -1.09], [-2.68, 1.16, 0.59], [1.54, -2.16, 1.32], [-0.59, -0.09, 0.32], [-1.25, 0.94, 2.01], [0.85, -0.22, 0.75], [-3.28, 2.00, 1.10], [-2.82, -0.59, -2.34], [-1.07, -0.55, -0.92], [-2.35, -0.26, -1.44], [1.54, 2.70, -0.96]],
  "molar_mass_g_mol": 179.27,
  "smiles": "[H]/N=C1\\SC[NH2+][C@@H]1c1ccccc1",
  "e_lumo_ev": -3.53,
  "charge": 1,
  "multiplicity": 1
}

***

Top of the stability list: entry 2, leading by 121.3 kJ/mol.